Molecular formula: C68H168B2Cl2F8N6O12P2
Method: DFT, the ωB97M-V functional and the def2-TZVPD basis

Computed properties:
* net charge: +4
* Kohn-Sham gap: 8.30 eV
* LUMO energy: -0.266 Eh
* largest force on an atom: 0.0648 hartree/bohr

Bonds (Å) are listed after each position.
Positions of all 268 atoms, in Å:
1 C 4.4382 -2.4065 -1.2299  C2 1.550, H18 1.089, H19 1.112, H20 1.089
2 C 3.3588 -3.5087 -1.3747  C1 1.550, C3 1.542, H21 1.099, H22 1.093
3 C 3.4325 -4.5067 -0.2009  C2 1.542, C4 1.574, H23 1.099, H24 1.086
4 C 2.3829 -5.6574 -0.4258  C3 1.574, P5 1.763, H25 1.052, H26 1.094
5 P 2.5155 -6.9648 0.7496  C4 1.763, C6 1.809, C10 1.829, C14 1.814
6 C 4.2664 -7.2590 1.0942  P5 1.809, C7 1.492, H27 1.116, H28 1.110
7 C 5.1940 -7.6548 -0.0059  C6 1.492, C8 1.569, H29 1.083, H30 1.069
8 C 5.1459 -9.1797 -0.3739  C7 1.569, C9 1.521, H31 1.091, H32 1.067
9 C 5.8909 -9.4944 -1.6620  C8 1.521, H33 1.089, H34 1.086, H35 1.093
10 C 1.7705 -6.3818 2.3147  P5 1.829, C11 1.510, H36 1.070, H37 1.102
11 C 0.4233 -5.7257 2.1271  C10 1.510, C12 1.547, H38 1.093, H39 1.091
12 C 0.4448 -4.1796 2.1817  C11 1.547, C13 1.545, H40 1.119, H41 1.095
13 C -0.9152 -3.4668 2.0097  C12 1.545, H42 1.066, H43 1.092, H44 1.095
14 C 1.6803 -8.4655 0.1672  P5 1.814, C15 1.531, H45 1.099, H46 1.091
15 C 1.6557 -9.6478 1.1397  C14 1.531, C16 1.500, H47 1.086, H48 1.092
16 C 0.6221 -10.6730 0.7766  C15 1.500, C17 1.522, H49 1.095, H50 1.077
17 C 1.0856 -11.3709 -0.4936  C16 1.522, H51 1.107, H52 1.070, H53 1.088
18 H 5.4094 -2.7721 -0.9009  C1 1.089
19 H 4.1492 -1.6642 -0.4545  C1 1.112
20 H 4.4603 -1.7963 -2.1316  C1 1.089
21 H 3.7171 -4.0828 -2.2411  C2 1.099
22 H 2.3357 -3.1555 -1.5278  C2 1.093
23 H 3.1704 -4.0886 0.7811  C3 1.099
24 H 4.4288 -4.9314 -0.1223  C3 1.086
25 H 2.5471 -5.9726 -1.4163  C4 1.052
26 H 1.3476 -5.3399 -0.2673  C4 1.094
27 H 4.1137 -8.1110 1.7987  C6 1.116
28 H 4.6325 -6.4132 1.7137  C6 1.110
29 H 6.2049 -7.3606 0.2490  C7 1.083
30 H 5.0771 -7.1544 -0.9434  C7 1.069
31 H 4.1135 -9.4313 -0.6220  C8 1.091
32 H 5.4678 -9.8238 0.4140  C8 1.067
33 H 6.9735 -9.5188 -1.5434  C9 1.089
34 H 5.7438 -8.7382 -2.4270  C9 1.086
35 H 5.4938 -10.4535 -2.0052  C9 1.093
36 H 2.4854 -5.7670 2.8211  C10 1.070
37 H 1.6613 -7.3290 2.8668  C10 1.102
38 H -0.1923 -6.0821 2.9575  C11 1.093
39 H -0.0814 -6.1064 1.2381  C11 1.091
40 H 1.1491 -3.6666 1.4791  C12 1.119
41 H 0.8881 -3.9703 3.1612  C12 1.095
42 H -1.2443 -3.6304 1.0085  C13 1.066
43 H -0.7118 -2.4005 2.1247  C13 1.092
44 H -1.6884 -3.8762 2.6677  C13 1.095
45 H 1.9980 -8.7390 -0.8491  C14 1.099
46 H 0.6614 -8.1143 -0.0024  C14 1.091
47 H 1.4235 -9.2432 2.1206  C15 1.086
48 H 2.6366 -10.1217 1.2086  C15 1.092
49 H -0.3381 -10.1501 0.7209  C16 1.095
50 H 0.5109 -11.4144 1.5496  C16 1.077
51 H 0.8591 -10.8381 -1.4366  C17 1.107
52 H 0.6093 -12.3270 -0.5520  C17 1.070
53 H 2.1518 -11.5729 -0.4146  C17 1.088
54 C -4.2527 4.1162 1.5752  C55 1.551, H71 1.094, H72 1.128, H73 1.107
55 C -4.6953 4.9106 0.3189  C54 1.551, C56 1.541, H74 1.115, H75 1.094
56 C -4.4452 4.2875 -1.0679  C55 1.541, C57 1.549, H76 1.093, H77 1.091
57 C -2.9545 3.9912 -1.3681  C56 1.549, P58 1.782, H78 1.108, H79 1.077
58 P -2.5620 4.0942 -3.1038  C57 1.782, C59 1.848, C63 1.829, C67 1.807
59 C -1.4845 5.5514 -3.4631  P58 1.848, C60 1.538, H80 1.097, H81 1.107
60 C -2.0424 6.9232 -3.0462  C59 1.538, C61 1.515, H82 1.120, H83 1.113
61 C -2.8441 7.6106 -4.1318  C60 1.515, C62 1.552, H84 1.122, H85 1.091
62 C -3.5717 8.9212 -3.7281  C61 1.552, H86 1.108, H87 1.107, H88 1.087
63 C -1.6636 2.5562 -3.5209  P58 1.829, C64 1.531, H89 1.122, H90 1.106
64 C -1.3445 2.3285 -5.0013  C63 1.531, C65 1.489, H91 1.138, H92 1.066
65 C -0.8682 0.9533 -5.3182  C64 1.489, C66 1.520, H93 1.093, H94 1.100
66 C -0.4359 0.7892 -6.7660  C65 1.520, H95 1.111, H96 1.114, H97 1.077
67 C -4.0887 4.1666 -4.0679  P58 1.807, C68 1.551, H98 1.100, H99 1.098
68 C -4.8337 2.8111 -3.9540  C67 1.551, C69 1.540, H100 1.097, H101 1.083
69 C -6.3199 3.0284 -4.2934  C68 1.540, C70 1.488, H102 1.086, H103 1.101
70 C -7.1164 1.7721 -4.2695  C69 1.488, H104 1.102, H105 1.081, H106 1.101
71 H -4.7514 3.1472 1.6750  C54 1.094
72 H -4.5632 4.6487 2.5199  C54 1.128
73 H -3.1789 3.8459 1.5659  C54 1.107
74 H -4.2663 5.9402 0.3150  C55 1.115
75 H -5.7857 5.0031 0.3328  C55 1.094
76 H -4.8889 4.9547 -1.8114  C56 1.093
77 H -4.9526 3.3225 -1.1131  C56 1.091
78 H -2.6391 2.9822 -1.0378  C57 1.108
79 H -2.2656 4.6587 -0.8775  C57 1.077
80 H -1.2367 5.5200 -4.5317  C59 1.097
81 H -0.5717 5.3331 -2.8760  C59 1.107
82 H -1.1783 7.5476 -2.7041  C60 1.120
83 H -2.7419 6.8759 -2.1821  C60 1.113
84 H -3.6159 6.8995 -4.5283  C61 1.122
85 H -2.1700 7.8184 -4.9645  C61 1.091
86 H -4.4642 8.7206 -3.1034  C62 1.108
87 H -3.9276 9.4315 -4.6433  C62 1.107
88 H -2.8883 9.5391 -3.1513  C62 1.087
89 H -2.3093 1.7858 -3.0233  C63 1.122
90 H -0.7533 2.5518 -2.8933  C63 1.106
91 H -0.5936 3.0991 -5.3706  C64 1.138
92 H -2.2310 2.4522 -5.5812  C64 1.066
93 H -1.6144 0.2084 -5.0315  C65 1.093
94 H -0.0179 0.8306 -4.6316  C65 1.100
95 H 0.3952 1.4724 -7.0443  C66 1.111
96 H -1.2704 1.0087 -7.4708  C66 1.114
97 H -0.1919 -0.2456 -6.9395  C66 1.077
98 H -3.8518 4.2280 -5.1400  C67 1.100
99 H -4.7600 4.9652 -3.7243  C67 1.098
100 H -4.7032 2.2907 -2.9971  C68 1.097
101 H -4.3896 2.1366 -4.6761  C68 1.083
102 H -6.4327 3.5788 -5.2225  C69 1.086
103 H -6.8200 3.6244 -3.5141  C69 1.101
104 H -6.7670 1.1498 -3.4297  C70 1.102
105 H -6.9249 1.1687 -5.1461  C70 1.081
106 H -8.2057 1.9221 -4.2231  C70 1.101
107 C 5.2985 -1.1078 3.8186  O108 1.465, H118 1.079, H119 1.067, H120 1.091
108 O 6.5475 -0.5778 3.2653  C107 1.465, C109 1.383
109 C 6.5211 -0.7843 1.8981  O108 1.383, C110 1.568, H121 1.092, H122 1.083
110 C 7.8973 -0.1977 1.4294  C109 1.568, N111 1.465, H123 1.090, H124 1.101
111 N 8.0170 1.1221 2.0542  C110 1.465, H112 1.031, H113 1.043, C114 1.512
112 H 7.5952 1.8726 1.4878  N111 1.031
113 H 7.5089 0.9938 2.9559  N111 1.043
114 C 9.4125 1.5570 2.4388  N111 1.512, C115 1.498, H125 1.081, H126 1.097
115 C 9.4802 3.0067 2.8114  C114 1.498, O116 1.481, H127 1.101, H128 1.085
116 O 8.6229 3.6745 1.8046  C115 1.481, C117 1.413
117 C 9.2016 3.6600 0.5156  O116 1.413, H129 1.093, H130 1.096, H131 1.101
118 H 5.0597 -2.0710 3.3950  C107 1.079
119 H 4.5302 -0.4296 3.5213  C107 1.067
120 H 5.2906 -1.2106 4.9050  C107 1.091
121 H 5.6878 -0.2093 1.4899  C109 1.092
122 H 6.4601 -1.8231 1.5977  C109 1.083
123 H 7.9211 -0.1692 0.3403  C110 1.090
124 H 8.7106 -0.8407 1.8004  C110 1.101
125 H 9.9955 1.4205 1.5385  C114 1.081
126 H 9.7083 0.8749 3.2450  C114 1.097
127 H 10.5428 3.2881 2.7446  C115 1.101
128 H 9.0372 3.3753 3.7313  C115 1.085
129 H 9.9838 4.4225 0.5520  C117 1.093
130 H 8.5416 3.9757 -0.3001  C117 1.096
131 H 9.6640 2.7061 0.2193  C117 1.101
132 C -4.4685 0.2719 2.4419  O133 1.437, H143 1.116, H144 1.088, H145 1.086
133 O -3.8450 -0.2246 3.6370  C132 1.437, C134 1.375
134 C -3.1649 -1.3808 3.3353  O133 1.375, C135 1.570, H146 1.090, H147 1.101
135 C -3.0561 -2.2780 4.6187  C134 1.570, N136 1.444, H148 1.085, H149 1.084
136 N -2.5835 -1.3697 5.6367  C135 1.444, H137 1.049, H138 1.045, C139 1.504
137 H -1.7212 -0.9511 5.2111  N136 1.049
138 H -3.2258 -0.5476 5.7015  N136 1.045
139 C -2.3074 -1.8193 7.0449  N136 1.504, C140 1.502, H150 1.091, H151 1.081
140 C -1.9963 -0.5933 7.8545  C139 1.502, O141 1.438, H152 1.071, H153 1.093
141 O -2.8592 0.4388 7.3476  C140 1.438, C142 1.408
142 C -3.2121 1.4685 8.2406  O141 1.408, H154 1.102, H155 1.126, H156 1.099
143 H -5.2504 -0.4777 2.1740  C132 1.116
144 H -3.7887 0.3324 1.5945  C132 1.088
145 H -4.9823 1.2122 2.6199  C132 1.086
146 H -2.1549 -1.2600 2.9428  C134 1.090
147 H -3.7986 -2.0402 2.7216  C134 1.101
148 H -2.3239 -3.0753 4.5497  C135 1.085
149 H -4.0322 -2.6616 4.8911  C135 1.084
150 H -1.4421 -2.4769 6.9490  C139 1.091
151 H -3.2128 -2.3567 7.2894  C139 1.081
152 H -0.9699 -0.3070 7.7464  C140 1.071
153 H -2.0733 -0.7677 8.9304  C140 1.093
154 H -4.1216 1.8954 7.7883  C142 1.102
155 H -2.4778 2.2925 8.4657  C142 1.126
156 H -3.4686 0.9801 9.1912  C142 1.099
157 C 2.1974 8.3053 -2.1003  O158 1.421, H168 1.114, H169 1.093, H170 1.123
158 O 2.5306 6.9259 -2.1794  C157 1.421, C159 1.411
159 C 3.9147 6.7310 -1.9891  O158 1.411, C160 1.553, H171 1.089, H172 1.098
160 C 4.2746 5.2922 -2.4498  C159 1.553, N161 1.597, H173 1.074, H174 1.079
161 N 3.6028 4.1682 -1.5357  C160 1.597, H162 0.994, H163 1.054, C164 1.473
162 H 4.1199 4.2832 -0.6947  N161 0.994
163 H 2.5684 4.2910 -1.3738  N161 1.054
164 C 3.9930 2.8440 -2.0502  N161 1.473, C165 1.478, H175 1.106, H176 1.106
165 C 3.0313 2.3357 -3.0501  C164 1.478, O166 1.391, H177 1.102, H178 1.137
166 O 3.0037 3.0807 -4.2245  C165 1.391, C167 1.406
167 C 2.1278 2.5293 -5.1764  O166 1.406, H179 1.106, H180 1.075, H181 1.082
168 H 2.6543 8.8857 -1.2664  C157 1.114
169 H 1.1056 8.3476 -2.0702  C157 1.093
170 H 2.4543 8.8241 -3.0623  C157 1.123
171 H 4.1206 6.8127 -0.9225  C159 1.089
172 H 4.5651 7.4333 -2.5275  C159 1.098
173 H 5.3087 5.0912 -2.2395  C160 1.074
174 H 3.9734 5.1503 -3.4760  C160 1.079
175 H 3.9430 2.1437 -1.1958  C164 1.106
176 H 5.0447 2.9743 -2.3664  C164 1.106
177 H 2.0523 2.3619 -2.5448  C165 1.102
178 H 3.1552 1.2387 -3.3230  C165 1.137
179 H 2.4874 1.5180 -5.4453  C167 1.106
180 H 2.1074 3.1706 -6.0394  C167 1.075
181 H 1.1344 2.4415 -4.7563  C167 1.082
182 C -4.9393 -3.0096 0.3939  O183 1.405, H193 1.089, H194 1.095, H195 1.071
183 O -5.3047 -3.6460 -0.8040  C182 1.405, C184 1.340
184 C -5.6524 -4.9327 -0.6680  O183 1.340, C185 1.525, H196 1.058, H197 1.066
185 C -5.8480 -5.4542 -2.0881  C184 1.525, N186 1.518, H198 1.094, H199 1.077
186 N -4.6417 -5.0997 -2.9383  C185 1.518, H187 1.008, H188 1.020, C189 1.503
187 H -4.2883 -4.2778 -2.4733  N186 1.008
188 H -3.9806 -5.8712 -2.8439  N186 1.020
189 C -4.8643 -4.9001 -4.4116  N186 1.503, C190 1.490, H200 1.085, H201 1.072
190 C -5.4291 -3.5344 -4.5990  C189 1.490, O191 1.468, H202 1.090, H203 1.067
191 O -4.4260 -2.6437 -4.0026  C190 1.468, C192 1.450
192 C -4.9208 -1.3340 -3.6249  O191 1.450, H204 1.079, H205 1.093, H206 1.095
193 H -4.1743 -3.6538 0.8260  C182 1.089
194 H -5.8053 -3.0175 1.0634  C182 1.095
195 H -4.6007 -2.0356 0.1034  C182 1.071
196 H -6.6240 -5.0376 -0.2618  C184 1.058
197 H -4.9145 -5.4526 -0.1004  C184 1.066
198 H -6.7033 -4.9471 -2.5435  C185 1.094
199 H -5.9645 -6.5252 -2.0982  C185 1.077
200 H -5.4401 -5.7319 -4.8034  C189 1.085
201 H -3.8555 -4.8699 -4.7716  C189 1.072
202 H -6.3401 -3.4045 -4.0145  C190 1.090
203 H -5.5458 -3.4031 -5.6518  C190 1.067
204 H -5.6508 -1.4419 -2.8382  C192 1.079
205 H -5.4320 -0.7779 -4.4154  C192 1.093
206 H -4.0651 -0.7765 -3.2301  C192 1.095
207 C 2.6791 1.6000 1.6319  O208 1.395, H218 1.114, H219 1.096, H220 1.094
208 O 2.6665 0.7356 0.5369  C207 1.395, C209 1.431
209 C 1.8175 -0.4061 0.6882  O208 1.431, C210 1.526, H221 1.135, H222 1.102
210 C 0.3209 -0.1078 0.6859  C209 1.526, N211 1.529, H223 1.108, H224 1.105
211 N -0.1396 0.6500 -0.5596  C210 1.529, H212 1.056, H213 1.048, C214 1.431
212 H -1.1688 0.4226 -0.6235  N211 1.056
213 H -0.0851 1.6635 -0.2980  N211 1.048
214 C 0.5299 0.3925 -1.7977  N211 1.431, C215 1.520, H225 1.079, H226 1.068
215 C -0.1297 -0.8310 -2.4127  C214 1.520, O216 1.423, H227 1.101, H228 1.133
216 O 0.2057 -1.9622 -1.6165  C215 1.423, C217 1.476
217 C -0.6802 -3.0722 -2.0174  O216 1.476, H229 1.122, H230 1.078, H231 1.098
218 H 1.6624 2.0321 1.7766  C207 1.114
219 H 3.3538 2.4080 1.3256  C207 1.096
220 H 2.9041 1.0745 2.5645  C207 1.094
221 H 2.0580 -0.9448 1.6578  C209 1.135
222 H 2.0196 -1.0359 -0.1928  C209 1.102
223 H -0.0098 0.4633 1.5763  C210 1.108
224 H -0.2423 -1.0586 0.6849  C210 1.105
225 H 1.5785 0.2127 -1.6153  C214 1.079
226 H 0.2711 1.2222 -2.4187  C214 1.068
227 H 0.2020 -1.0413 -3.4411  C215 1.101
228 H -1.2554 -0.7068 -2.4194  C215 1.133
229 H -0.4456 -3.9718 -1.3886  C217 1.122
230 H -0.6185 -3.3916 -3.0450  C217 1.078
231 H -1.7153 -2.7666 -1.8157  C217 1.098
232 C 2.3729 5.2843 2.9246  O233 1.416, H243 1.095, H244 1.100, H245 1.078
233 O 0.9739 5.2274 2.7144  C232 1.416, C234 1.416
234 C 0.2966 6.4366 2.4226  O233 1.416, C235 1.507, H246 1.095, H247 1.092
235 C -1.1554 6.0798 2.2336  C234 1.507, N236 1.537, H248 1.110, H249 1.089
236 N -1.7079 5.3791 3.4851  C235 1.537, H237 1.043, H238 1.060, C239 1.513
237 H -2.6688 5.0939 3.1957  N236 1.043
238 H -1.0691 4.5496 3.6514  N236 1.060
239 C -1.7328 6.2143 4.7467  N236 1.513, C240 1.502, H250 1.089, H251 1.115
240 C -2.8897 7.1714 4.7333  C239 1.502, O241 1.394, H252 1.110, H253 1.101
241 O -4.0148 6.4838 4.2823  C240 1.394, C242 1.392
242 C -5.1999 7.2139 4.2518  O241 1.392, H254 1.075, H255 1.113, H256 1.085
243 H 2.6832 4.4415 3.5519  C232 1.095
244 H 2.6162 6.2165 3.4556  C232 1.100
245 H 2.8971 5.3002 1.9823  C232 1.078
246 H 0.6853 6.9145 1.5174  C234 1.095
247 H 0.4718 7.0771 3.2900  C234 1.092
248 H -1.2502 5.4823 1.3025  C235 1.110
249 H -1.7966 6.9587 2.1892  C235 1.089
250 H -0.7734 6.7055 4.9005  C239 1.089
251 H -1.8024 5.4945 5.5947  C239 1.115
252 H -2.5659 8.0175 4.0926  C240 1.110
253 H -3.0270 7.4649 5.7858  C240 1.101
254 H -5.4028 7.8039 3.3758  C242 1.075
255 H -5.3540 7.8820 5.1280  C242 1.113
256 H -6.0986 6.6142 4.3481  C242 1.085
257 B -2.1597 -6.2307 -1.2865  F258 1.404, F259 1.391, F260 1.424, F261 1.394
258 F -2.8007 -5.2637 -0.4956  B257 1.404
259 F -2.0022 -5.6517 -2.5410  B257 1.391
260 F -0.9005 -6.5596 -0.7075  B257 1.424
261 F -2.9889 -7.3456 -1.4046  B257 1.394
262 B 0.8245 -1.0466 4.5169  F263 1.353, F264 1.381, F265 1.477, F266 1.407
263 F 1.0500 -0.1556 5.5101  B262 1.353
264 F 0.4223 -2.2623 5.0328  B262 1.381
265 F -0.2688 -0.5814 3.6395  B262 1.477
266 F 1.9599 -1.1475 3.6919  B262 1.407
267 Cl -3.1354 0.5329 -0.8656  no bonds
268 Cl 0.4690 3.8620 -0.4772  no bonds

These are the Löwdin partial charges, in e, on atoms 1 to 5: -0.0990 -0.2226 -0.2197 -0.2528 1.0106